# 1
53
Properties=species:S:1:pos:R:3 method="wB97M-V/def2-TZVPD" lumo_ev=-0.06 charge=0 e_homo_ev=-8.81 spin_multiplicity=1 smiles=CCCCNCO.O.O.O.O.O.O.O.O.O.O.O
H 0.79611 0.13870 -1.27063
O -0.92136 1.52542 -1.34622
H -1.39517 -0.37114 -0.18711
H -0.59880 1.93826 3.41424
H 0.74791 2.32421 0.64766
H 1.16944 1.62999 2.97078
O 2.07630 -2.96943 0.83442
H -0.98835 -2.78956 -3.31616
H -2.24908 -0.58466 3.27195
H -3.49374 -3.16242 -1.50385
H 0.30104 -0.08493 1.69727
O -2.67933 -3.70916 -1.64340
H -0.08084 3.35560 -2.39437
H 0.88956 -4.25213 0.58483
H -2.62601 2.25663 -0.57187
O 3.17039 -2.13200 -1.49020
C -1.61213 -0.32380 2.39086
H -1.01244 -1.75648 -2.15168
O 2.70662 0.56184 1.28689
H 0.56535 -4.70026 -0.74939
H 2.75487 -3.15172 1.44223
H 1.34799 -1.55266 -1.03548
H 0.62840 -0.60174 -3.12436
H 4.07909 -1.98154 -1.28563
C -2.29126 1.30233 -1.05194
O 0.19528 -4.12244 -0.07506
H -3.02482 1.00647 -1.82257
H 0.25996 -0.81021 3.27855
O 0.61229 3.24323 -2.93435
H -3.32705 0.77258 1.79214
C -0.17589 -0.07927 2.83723
O -0.58734 4.85590 0.31067
H -1.91665 -1.20074 1.90392
H 1.70548 -2.10028 1.16023
H 2.74915 1.43320 0.76292
H 1.62813 3.49827 0.85202
O -0.75541 -1.94359 -3.01593
O 0.71616 0.35257 -3.30599
O 0.70191 -0.75214 -0.82226
H 2.92810 -2.53799 -0.57374
H 0.23985 4.55720 -0.06678
H -1.75994 1.68410 1.59702
C -2.29083 0.73385 1.47323
N -2.31550 0.24040 0.04505
C 0.28903 1.21521 3.52586
H -1.97948 -3.40770 -1.03771
O 1.39875 2.85185 0.27736
H 1.43796 0.46723 -3.90601
H 0.34802 0.92947 4.55372
H 1.82126 0.34915 1.31719
H 1.01446 2.37960 -2.62248
H -0.61417 4.36134 1.19893
H -0.58327 1.11339 -2.12204

# 2
15
Properties=species:S:1:pos:R:3 method="wB97M-V/def2-TZVPD" lumo_ev=4.16 charge=-1 e_homo_ev=-3.93 spin_multiplicity=1 smiles="CN[C@@H](C)C(=O)[O-]"
C -1.29296 -0.56003 0.97454
H 0.57442 -1.53768 0.90089
H 0.90445 1.44638 0.56552
N 0.46479 -0.58977 -0.95761
H 0.47764 0.68572 2.17193
H 1.97518 0.30610 1.37927
C 0.92953 0.55024 1.19441
H -0.55020 1.24882 -1.43037
O -2.14317 0.01561 0.26913
C 0.20305 -0.59822 0.48204
O -1.42274 -0.99719 2.12782
H -1.32485 -0.24759 -1.99287
H 1.40720 -0.28012 -1.08994
C -0.36678 0.23548 -1.81638
H 0.16444 0.32221 -2.77838

# 3
13
Properties=species:S:1:pos:R:3 method="wB97M-V/def2-TZVPD" lumo_ev=0.78 charge=0 e_homo_ev=-8.48 spin_multiplicity=1 smiles="C1=CNC=NOC1"
H 1.84401 1.88686 0.15433
C -1.18202 0.59891 -0.31336
C -1.21268 -0.69416 -0.14579
H -2.13366 0.97009 -0.41176
H 0.02730 -2.56066 -0.12442
H -0.17526 2.40659 0.12931
H -2.19784 -1.10211 -0.22237
N -0.03769 1.48056 0.02721
C 1.36989 1.05484 -0.05768
O 1.29618 -1.07653 -0.46625
H 0.22512 -1.43107 1.29975
C 0.09271 -1.49154 0.24573
N 2.08394 -0.04178 -0.11471

# 4
14
Properties=species:S:1:pos:R:3 method="wB97M-V/def2-TZVPD" lumo_ev=0.99 charge=0 e_homo_ev=-10.02 spin_multiplicity=1
H 0.26039 0.91632 -0.97660
O -1.38178 -0.85694 0.00601
O -2.33695 1.89749 1.15193
N 1.43333 0.67883 1.36676
C -0.84218 -0.92415 -1.07480
H 0.96314 0.93019 2.23872
C -0.08405 0.19902 -1.72605
C -1.59318 1.40007 1.85119
H -0.75083 0.70489 -2.43625
H 1.92468 -1.00700 0.34342
H -0.90164 -1.86730 -1.65825
H 0.76426 -0.19024 -2.29916
H 1.07307 -1.29980 1.96904
C 1.47174 -0.58137 1.24404

# 5
40
Properties=species:S:1:pos:R:3 method="wB97M-V/def2-TZVPD" lumo_ev="2.50 / 2.30" charge=-1 e_homo_ev="-1.51 / -3.65" spin_multiplicity=4 s_squared=3.798
N -2.45837 0.82237 -0.49978
H 2.81084 2.64840 3.33476
S -0.19125 1.43584 2.64514
H -2.33310 -0.48418 3.53527
O -3.59034 0.41959 -0.82549
H -4.20305 -0.87342 2.23981
C 1.35526 -0.91504 -1.34521
C -2.48134 -0.12243 1.55638
N -1.80458 0.24765 0.51709
C -0.34138 -2.39663 -2.07704
H -0.05341 -1.61660 2.74581
C 1.44134 1.80246 2.27891
N 1.87941 2.86020 3.01768
N 2.26160 1.16498 1.49160
H -1.34513 -2.80958 -1.98379
H 1.19778 2.93783 3.76384
Cl 0.53602 0.93966 -1.00149
Co -0.01144 0.08311 0.96084
C 0.03538 -1.38811 -1.16784
C 2.21426 -1.37225 -2.36040
C 1.78697 -2.36917 -3.22942
O -0.76258 -0.93718 -0.27711
H 0.04111 2.21761 -2.92404
O -1.88832 1.74082 -1.10401
H -4.37320 0.17037 0.96415
H 0.14664 -3.66923 -3.74153
N 1.75125 0.03544 0.83726
Cl 2.36744 2.50592 -2.64236
N -0.46436 -0.64732 2.63473
C 1.88162 0.12630 -0.44290
H -0.07716 -0.05387 3.42120
C 0.50578 -2.88636 -3.08372
H 2.44721 -2.74384 -4.00174
H -0.03370 1.54641 1.59335
H 3.21528 -0.96444 -2.43988
C 0.86759 1.57144 -2.61828
H 0.95863 0.73480 -3.31531
N -1.86748 -0.69800 2.65319
H 2.40713 0.97350 -0.91385
N -3.82831 -0.03704 1.80419

# 6
75
Properties=species:S:1:pos:R:3 method="wB97M-V/def2-TZVPD" lumo_ev="-5.21 / -3.00" charge=+1 e_homo_ev="-10.97 / -11.05" spin_multiplicity=5 s_squared=6.400
N 0.11375 0.55162 0.28411
C 0.44285 -4.26581 -2.90405
C -0.27365 1.72496 0.89045
H 2.57518 0.84682 1.83087
H 4.03695 1.79149 2.19440
Si 3.95092 1.27880 -0.22294
H -3.97138 0.28112 -5.68544
H 0.35767 -1.51432 0.45762
H -1.02550 -0.50494 -3.51026
H -3.94110 -3.15131 -1.63872
C 3.22092 1.65708 1.46884
C -3.41350 0.42595 -4.74599
H 5.76555 -0.31466 -0.86374
C -0.49212 -0.65051 2.27141
H 1.97678 3.14026 -4.39984
H 0.91960 -0.74926 -5.46150
H 0.55638 -4.12315 -1.82563
C -3.13161 -2.29364 -6.10422
C 1.53219 0.10048 -5.13622
H -1.42762 2.77872 -4.78005
C -3.40408 -3.06739 -2.59010
H -1.31514 0.87503 -2.40218
H -0.30527 -5.03809 -3.10460
C -2.10477 -1.21325 -5.92946
C 0.09813 -2.95149 -3.58127
H -2.13495 -0.49946 -6.76992
H -3.09676 -2.98641 -5.25737
H 1.95125 0.57689 -6.03274
H -1.10597 2.69608 2.58654
H -4.98461 -0.66226 -3.75341
Si 0.51795 1.34346 -4.17217
H -4.13503 -1.86337 -6.20167
H -4.99902 1.07157 -3.47701
H -2.99832 1.44322 -4.73812
H 6.37229 0.92405 0.25622
H -1.91899 -1.67919 -1.86752
H 3.12643 0.17357 -2.34186
H 2.47070 -0.62823 -0.90079
H 2.52588 2.41838 -2.89960
H -0.54486 -1.60888 2.78254
C 1.62112 2.70854 -3.45125
C -0.61515 2.28852 -5.33020
H 0.06057 -0.26361 -2.08974
H 2.36454 -0.29341 -4.53928
C -0.45749 0.35788 -2.84865
H 5.34276 3.30112 -0.52934
H 5.40394 -0.43215 0.87172
C 4.42870 2.92139 -1.00926
H -1.05693 1.65135 -6.10498
H -1.49252 -3.40805 -1.66658
H 1.09973 3.51470 -2.91565
H 4.63114 2.81854 -2.08328
C 5.51926 0.26828 0.03334
H -3.79463 0.06784 -2.63398
H 0.64960 -2.12386 -3.10568
Mn 0.93986 1.33763 -1.51526
C -1.97542 -2.67745 -2.33705
H -1.09147 -1.62704 -5.86769
O -1.28966 -2.62430 -3.59804
S 0.04445 3.09603 -0.08131
H -1.32533 0.52328 3.89253
H 1.40610 -4.60646 -3.28967
H -3.46306 -4.03994 -3.09418
C -0.81022 1.73168 2.18366
H 2.62218 2.57855 1.45145
C 2.73451 0.36168 -1.32340
C 0.01598 -0.61352 0.97590
H -2.91368 -2.84631 -7.02176
C -0.91693 0.53405 2.88529
C -4.33767 0.20562 -3.57557
H -3.90669 -2.31737 -3.21084
H -0.03953 3.07732 -5.83519
H 3.63942 3.67329 -0.87406
H 0.38700 -2.96831 -4.64144
O -2.29616 -0.48325 -4.69641

# 7
78
Properties=species:S:1:pos:R:3 method="wB97M-V/def2-TZVPD" lumo_ev="-8.28 / -8.28" charge=+3 e_homo_ev="-12.38 / -15.53" spin_multiplicity=2 s_squared=0.758
C -1.02196 3.84027 -1.51934
H -2.67355 1.73007 2.52605
H -0.89751 -5.42389 3.98249
H -1.54422 -3.95041 3.22168
H 0.60342 0.69760 -3.25017
H 0.29702 0.14682 4.13602
H 2.52460 -0.76854 1.15763
S 1.74245 0.11242 -3.49342
N 2.34877 -2.78225 3.51141
C 2.60901 0.05138 1.89056
H 2.91089 2.33090 -0.07781
Yb 0.13323 -4.21388 -1.56878
H -1.91299 -3.45548 -3.01214
C 1.52225 -1.99328 7.03653
H 1.50045 2.35213 3.72853
C 1.68910 2.69675 2.70295
H -2.32289 -0.81312 1.07950
H 2.13378 -4.92384 -2.91584
H -0.87409 -4.27341 6.03341
C 0.37183 -3.52645 -5.08714
C 1.90923 -2.71715 -2.78856
C 2.32409 -1.96026 5.88724
H -1.32861 2.90547 2.52193
H 3.62400 0.47594 1.85416
H 3.13738 -2.25946 3.14740
H 2.43412 -0.36730 2.89073
H 1.77296 -1.36385 7.89156
C -0.87654 -3.12338 -3.13671
P -1.19658 2.28723 -2.49767
P -0.64396 0.65265 1.93095
H -2.06339 2.37748 0.97432
H -3.19838 0.94787 -2.72816
H 2.73587 3.01727 2.61839
Se 1.33910 -3.31553 0.87769
H -1.48313 0.29210 4.14169
P 1.43339 1.36626 1.50329
C 1.86548 1.98685 -0.12547
H -1.90072 4.48716 -1.64188
C -0.62009 -0.09327 3.58147
H -0.54644 -3.55180 -5.68554
H 1.11144 -4.10040 -5.65513
C 1.00683 -1.70174 -3.40988
C 0.00703 -3.63287 6.03239
C 0.39062 -2.82612 7.11052
C -1.77465 2.05744 1.98491
C -1.39680 3.01540 -4.17401
H -3.07583 1.60823 -1.08069
C 0.82584 -3.59876 4.90703
C -0.32997 -1.91477 -2.78322
H -0.48370 3.56776 -4.43235
C 1.57693 -3.99834 -3.13952
C -0.69669 -4.65304 3.23115
H -0.67498 -1.48075 0.80223
H -0.81867 -1.13338 -2.21267
H -0.12712 4.37049 -1.87026
H -0.20345 -2.82986 8.02856
H -1.30590 -0.16525 -0.24945
C -2.95020 1.84551 -2.14543
H 0.15048 -1.41300 -5.38221
N 0.53997 -3.99592 3.59085
H -2.26640 3.68571 -4.20752
H -0.21562 -5.13228 -3.67628
C -1.29325 -0.56476 0.77545
C 0.85442 -2.09398 -4.88592
H 1.03299 3.54909 2.48144
H -0.88431 3.60280 -0.45705
H 2.74904 -2.41099 -2.17117
H 3.19893 -1.31853 5.76745
H -3.62838 2.66156 -2.43058
H -1.52472 2.19989 -4.89852
H -0.59181 -5.10967 2.24046
H -0.70391 -1.18463 3.50364
C 1.96083 -2.80672 4.85072
C 0.15773 -4.09446 -3.73312
H 1.22803 2.83093 -0.42340
H 1.79111 1.19642 -0.88530
H 1.81570 -1.96405 -5.40741
C 1.42988 -3.42237 2.71384

# 8
44
Properties=species:S:1:pos:R:3 method="wB97M-V/def2-TZVPD" lumo_ev="-0.36 / -2.01" charge=0 e_homo_ev="-5.91 / -7.33" spin_multiplicity=5 s_squared=6.042
H -3.79685 0.38293 -3.24416
H -2.66065 2.05288 -1.82494
C -2.55589 0.99977 -1.62497
C 3.83880 -0.75128 -2.54892
H -2.12999 3.28393 0.09338
H -0.63642 3.21889 -0.85502
C 2.49959 -1.85727 0.55692
H 1.17285 0.55741 -4.17818
H 4.89629 -0.92998 -2.66537
Sb -2.57649 -0.76343 2.87809
H 0.24333 2.53008 2.30207
N 0.37328 1.52499 2.21875
C -2.26697 -1.64868 -1.02222
C -3.03494 -1.28921 -2.10559
C 0.91254 0.84464 3.24261
H -0.00577 -0.10396 -2.13012
H 4.51246 -2.07358 -0.04753
Se -2.35741 1.36269 4.09836
N 1.59610 1.51896 4.20150
C -1.75393 0.58661 -0.53567
N -1.63905 -0.76081 -0.25345
H -0.57129 3.49961 0.88584
N -0.31959 0.86958 1.25462
Se -4.61729 -0.54655 1.49565
C 1.05073 -0.27965 -2.23014
N 3.58216 -1.74514 -0.24365
Se -0.82533 -3.41612 1.68931
C -1.09214 2.95550 0.10130
H 3.56658 0.17303 -4.44881
S 0.86287 -0.85476 3.27354
H 1.83519 0.98176 5.02137
H -2.15878 -2.69140 -0.73997
H 1.34152 2.47798 4.38903
C -3.18731 0.07245 -2.40759
C 3.16590 -1.13183 -1.39856
C -1.04070 1.47487 0.30510
H -3.52296 -2.04784 -2.69157
Se -2.72768 -2.74630 4.36846
C 1.78747 -0.88515 -1.21795
C 3.09027 -0.13916 -3.53378
H 2.54132 -2.31141 1.53125
N 1.42088 -1.35062 0.02577
C 1.71987 0.08236 -3.37862
Rh -0.53259 -1.12676 1.39388

# 9
10
Properties=species:S:1:pos:R:3 method="wB97M-V/def2-TZVPD" lumo_ev=0.17 charge=0 e_homo_ev=-8.92 spin_multiplicity=1
H -1.19426 -0.54889 1.76455
H -1.60851 0.67957 -1.07834
O 1.65524 0.31771 -0.47986
N -0.62670 0.61855 -1.23355
H 0.28659 0.02646 2.35115
N -0.60758 0.21461 1.80800
P 0.21877 -0.37862 -0.29975
H 2.35646 -0.14707 -0.74148
H -0.35370 1.50028 -1.47080
S -0.12632 -2.28261 -0.61991

# 10
16
Properties=species:S:1:pos:R:3 method="wB97M-V/def2-TZVPD" lumo_ev=-3.45 charge=0 e_homo_ev=-9.86 spin_multiplicity=1
F 2.09308 2.38572 7.00668
O 3.11036 -0.59949 6.56294
C 2.16635 -0.55906 1.74143
C 1.10612 1.50006 7.06271
S 3.61644 -0.04237 2.79664
F 1.16156 -0.96687 2.50801
O 0.27682 -0.86427 6.23119
F 2.49006 -1.56173 0.93198
Ga 4.07679 -0.45785 5.21519
F 0.98202 1.08161 8.31514
F -0.02135 2.10169 6.69704
O 4.62845 0.22641 1.76125
O 3.75496 -1.33766 3.60949
S 1.42584 0.04271 5.92732
F 1.75286 0.46999 1.00912
N 3.18755 1.01590 3.81095

# 11
92
Properties=species:S:1:pos:R:3 method="wB97M-V/def2-TZVPD" lumo_ev="-3.45 / -3.54" charge=+1 e_homo_ev="-10.48 / -10.51" spin_multiplicity=5 s_squared=6.033
C -0.22264 -1.80927 -5.71270
H -3.20214 -1.41408 0.98875
H 3.07191 -4.60155 1.72997
H -4.83878 -1.01954 1.57016
C 2.54387 0.72441 4.41555
C 3.48047 1.03427 -0.04343
N -0.75303 2.94092 -0.76300
H -1.94658 1.04868 -5.23238
C 1.15660 -3.70625 1.10303
C -4.12253 -0.87317 0.76747
H 6.73713 1.00814 0.87303
C -0.24705 2.22949 5.40246
C 5.87059 1.03732 0.22939
H -3.99921 -4.68510 2.34777
C -5.22607 1.50100 0.00905
C -1.15320 -2.90253 -1.39420
H -6.02959 1.30020 0.71156
C 2.56238 -3.88832 1.10700
H -3.16738 -3.01302 -4.04673
C 6.02876 1.10734 -1.14700
H -1.64567 -5.14535 -4.03928
S 2.08864 -2.05574 -0.59632
H 2.77151 1.12113 -2.06209
C 0.18451 -0.95783 -3.52173
H 3.35454 2.48934 3.48144
C 4.91435 1.14361 -1.97345
C -1.65114 -4.35418 -3.31554
C -2.13931 -2.40150 -2.18984
H -2.61634 -1.45372 -1.99381
H 4.24419 -2.96558 0.03877
C 3.64483 1.10620 -1.42468
C -0.73581 2.33954 -3.08074
H -1.03831 6.70788 -1.61063
C -1.59886 -2.79698 1.01514
C -0.82137 3.36591 -2.04378
H 2.47303 0.28586 5.41096
C 3.19415 -3.05859 0.23547
Mn -0.67821 0.81575 -0.43624
H -4.52764 -1.19080 -0.18905
N 2.03277 0.95647 1.84354
O 1.16597 0.95162 -0.32930
C -0.92952 4.70700 -2.38635
O -0.81182 -0.94988 -0.13066
C -0.77238 3.86282 0.19719
H 2.75789 2.76427 5.12194
H 7.02030 1.13252 -1.57570
C 4.60185 1.00198 0.78126
H -0.55865 2.67127 -4.10332
N -0.79638 1.09067 -2.76133
O -2.73192 1.00044 -0.46354
C -1.06473 -0.74072 -5.98908
H -1.56026 -0.67441 -6.94487
H -0.86684 5.91912 0.75901
C -2.75457 -3.12824 3.16614
H -0.70845 3.48959 1.20905
Br 0.03516 -3.15091 -7.01546
H 0.48512 -4.27464 1.72236
C -0.86972 5.22334 -0.06607
H 0.43041 0.20600 5.72399
S -0.70972 1.19106 2.14390
C -1.26810 0.23455 -5.02700
C -0.64293 0.12185 -3.78790
H -0.77617 0.36675 4.44654
N 1.17282 0.84146 3.91540
H 4.46465 0.94256 1.84945
S -1.50982 -2.10425 2.59108
S -0.56453 -4.39966 -1.99313
H -5.40801 1.01414 -0.94477
C 0.10074 0.83798 4.89784
C -0.95875 5.65709 -1.37748
H 5.03695 1.19708 -3.04480
H -0.98639 4.98630 -3.42601
C -0.67661 -2.31253 -0.08501
C -3.22033 -3.95968 2.19497
H 3.08464 0.02511 3.77758
H 1.07289 -2.74704 -4.27755
H -2.78634 -4.32418 0.06458
H -3.08083 -3.05032 4.18429
H -0.51522 2.87856 4.57097
H 0.58392 2.67587 5.94309
H -1.09642 2.17212 6.07814
C -2.42548 -3.23536 -3.29900
H -5.11100 2.57222 -0.12393
C 3.27245 2.05729 4.47548
C -2.55631 -3.76451 0.95718
S -3.70363 0.86364 0.70116
C 2.11129 0.97895 0.54077
H 0.67154 -1.01597 -2.55390
C 0.92557 0.98077 2.61804
C 0.41701 -1.91786 -4.48676
C 0.74274 -2.74453 0.22704
H 4.27451 1.90829 4.87051